Entry 1:
DFT (wB97M-V/def2-TZVPD) results for C16H60B3O12PdPtSSr as an isolated structure at a distorted geometry.

Relative energy (zero: lowest compared OMol25 entry of this formula, charge and spin) ... 18.1 kcal per mole
HOMO energy (spin up / spin down) ... -10.927 / -11.087 eV
Maximum force ... 4.8 eV/A
2S+1 ... 5
Net charge ... +1
DFT total energy ... -2298.4074 Eh

```
95
Properties=species:S:1:pos:R:3:forces:R:3
H -5.7450 0.6743 -1.1319 -0.63 0.53 -0.46
H -1.8285 -3.6654 -3.2546 0.97 -0.20 -0.39
O -3.2118 -0.4410 1.8711 1.32 -2.03 -0.85
H 0.0531 5.5880 -1.0687 -0.08 -0.18 -0.23
H 2.7290 -1.0753 2.1197 0.02 -2.81 -3.71
H -1.5721 -2.0256 -2.7538 -0.22 0.16 0.32
H 3.9667 -0.9414 -3.8376 -0.43 0.27 0.27
H -4.0055 1.3200 1.5149 -0.52 0.37 -0.08
H -1.7079 -0.9833 3.8089 -2.82 2.78 1.17
H -0.0290 -3.4346 0.9397 2.93 3.72 0.44
H 1.8674 -0.8153 3.7014 -2.63 -1.73 1.75
H 5.3752 0.0848 -3.6479 0.22 -0.36 -0.48
C -2.9515 -3.3103 -1.6071 1.16 0.77 -0.60
H 2.8497 3.7551 -0.2113 0.24 0.22 -0.16
H 1.0086 2.7308 -0.2319 -0.34 0.32 0.22
H 3.1781 -4.1081 0.4176 0.53 0.53 0.30
C -4.2677 0.4127 2.0592 -0.54 0.93 -0.05
H 2.5352 0.5105 2.7942 -0.09 4.57 -0.71
H 1.2202 -3.3447 -0.8429 0.24 -0.54 -0.07
H 5.0206 -1.0499 -2.4136 -0.27 0.04 0.30
H -1.6074 -4.0932 0.4892 -3.97 -0.25 -2.37
H 4.7759 1.4410 -2.0652 -0.18 0.03 0.60
H -3.8399 -3.2185 -2.2320 -0.03 -0.04 -0.22
O 1.1089 0.6099 0.7242 2.03 1.61 0.73
H -0.2992 -1.9490 4.4616 2.18 -1.12 3.04
H -5.2515 -0.7447 -1.8821 0.07 -0.15 -0.73
H -1.0926 0.6448 -3.9863 0.03 0.75 -0.57
H 3.5251 -4.5032 -1.2025 -0.35 -0.19 -0.23
Pd 3.1398 0.2826 0.6704 -1.08 -2.78 -0.28
H -3.2861 0.5832 -2.8976 -0.03 -0.28 -0.45
H -0.2884 -1.2418 2.8409 2.67 1.40 -2.56
C 4.5395 -0.3645 -3.1114 1.23 0.60 -0.90
H 0.3467 0.3400 -6.3665 -0.86 0.31 0.36
C -0.1493 4.6504 -0.5511 0.52 -0.65 0.58
C -0.1051 0.2061 -4.1299 -1.15 -0.60 0.32
H 3.3404 1.5206 -3.0438 0.53 -0.05 -0.83
C 0.6750 0.6225 -5.3663 1.76 0.06 0.75
C -5.2742 0.3315 -2.0533 1.50 0.73 0.60
C 2.1702 -2.8411 -1.0216 1.45 -0.90 -0.06
O 0.5711 0.4170 -2.8715 1.42 -0.12 -1.02
H 2.1903 0.4817 -1.8947 -1.41 -0.29 -0.13
C 3.9405 0.8456 -2.4336 1.04 0.28 -1.97
O -0.7856 1.0816 -0.7064 1.21 -0.69 2.25
O 3.0549 0.4354 -1.4800 -0.40 0.19 2.83
C -4.3747 0.6607 3.5154 -1.95 0.68 2.47
S -0.2903 0.3517 0.5094 -3.20 1.54 -2.69
C 1.0146 3.6575 -0.8058 -0.75 0.74 -0.84
H 3.6746 3.5604 3.6186 -0.13 0.26 -0.30
H -0.7818 -4.7255 1.8759 -0.15 -1.65 3.68
H -0.2074 4.9059 0.5069 0.18 -0.02 0.16
H -5.1853 0.0164 1.6244 0.05 -0.16 0.11
C 2.7462 3.2577 4.1029 1.66 0.59 1.44
H 1.0649 1.6388 -5.3086 -0.85 0.45 -0.22
C -1.6615 -3.0437 -2.3750 -0.89 -1.38 -1.19
H 2.2612 -2.6420 -2.0894 -0.04 0.39 -0.09
H 3.6181 -0.6614 3.5595 3.31 -0.31 1.81
H -0.0775 -5.0375 0.2885 1.74 -2.19 -2.55
H 1.6458 0.1272 -5.3497 0.15 -0.66 0.35
H -0.0638 0.6429 -2.1878 -0.44 0.19 0.27
C 3.3972 -3.6441 -0.5440 -1.14 -0.88 -0.92
H 4.3651 -3.1668 -0.6971 -0.18 0.57 0.69
B -0.9056 -1.6773 3.6114 0.38 1.25 0.17
H -2.9696 -4.2898 -1.1294 0.14 0.08 -0.03
H -1.1357 4.2580 -0.7985 0.17 -0.09 -0.36
O -3.2105 0.2791 -0.8962 -0.34 -0.33 0.63
C -3.8336 0.8644 -1.9981 -0.28 -0.48 -0.80
H -0.3973 -0.8422 -4.1906 0.53 -0.37 -0.18
H -2.9668 -1.4216 -0.9540 -0.16 0.87 -0.33
H 2.2965 2.8237 2.3089 -0.52 0.03 -0.22
H -2.4540 0.1454 1.8122 0.26 -0.25 0.07
H -3.8444 1.4657 4.0243 0.89 0.18 -0.71
Sr 0.3070 0.7275 3.6712 -0.51 0.28 0.62
B 2.6772 -0.5285 3.0485 1.33 0.38 0.39
Pt -1.6802 -2.4256 1.4367 -1.75 -0.07 0.00
O 2.0618 -1.6661 -0.2433 0.77 0.83 0.57
H 1.5382 5.0309 4.4673 0.60 0.49 -0.25
H 2.9979 4.8971 5.5761 -0.05 -0.02 -0.32
B -0.6311 -4.3282 0.8841 -0.43 -1.29 0.83
H -1.3538 -2.5926 3.2572 -1.95 -4.23 -1.27
H 1.5310 3.9216 5.7167 0.14 -0.07 0.46
H -2.3887 0.7565 -0.7609 0.44 0.02 0.08
H -0.7690 -3.3261 -1.8166 -0.17 -0.08 -0.07
O -2.9696 -2.3267 -0.6338 -0.73 -0.31 3.06
O 1.8318 2.7603 3.1466 -0.58 0.33 -0.38
H -3.6915 1.9444 -1.9619 -0.70 0.28 0.18
H -5.6594 0.6623 -3.0178 -0.78 -0.29 0.40
O 2.2302 4.3674 -0.6150 0.58 0.04 0.73
H 3.0815 2.4307 4.7288 -0.12 -0.26 0.16
O -1.0080 0.7813 1.7169 0.21 1.34 -0.05
H -4.2384 -0.2027 4.1666 0.29 -0.41 -0.52
H -5.3811 0.9662 3.8017 -0.47 0.03 -0.29
C 2.2232 4.3797 5.0102 -1.29 -0.96 -0.43
O -0.4701 -1.0833 0.3552 0.47 -0.15 -1.11
H 1.0229 3.3651 -1.8558 -0.40 -0.24 -0.17
H 1.1303 -1.4343 -0.2287 -0.54 0.09 0.28
```
Forces are in eV/Å.

Atomic partial charges in e from the Löwdin method, atoms 1 to 8:
1 H 0.075
2 H 0.084
3 O -0.163
4 H 0.081
5 H -0.031
6 H 0.062
7 H 0.083
8 H 0.123

=====

Entry 2:
DFT (wB97M-V/def2-TZVPD) results for a 14-piece molecular cluster, C16H60O14 overall at a distorted geometry.

Relative energy (zero: lowest compared OMol25 entry of this formula, charge and spin) ... 39.3 kcal per mole
HOMO energy ... -9.317 eV
Maximum force ... 1.4 eV/A
DFT total energy ... -1698.8358 Eh

```
90
Properties=species:S:1:pos:R:3:forces:R:3
H -2.7240 -1.0487 -5.9046 -0.01 0.07 -0.04
C 0.8232 4.4210 0.6853 0.16 0.36 0.72
C 1.1186 -2.9722 -3.0716 0.37 0.45 0.50
H 2.1988 -0.3878 -0.3843 0.36 0.44 -0.26
C -4.1193 2.0230 2.6192 -0.05 -0.47 0.49
H 0.1525 -2.5579 -2.7664 -0.11 -0.26 -0.06
O 1.9380 -0.6702 3.9518 -0.49 0.38 -0.02
H -0.3054 0.3225 1.1710 -0.10 0.07 -0.08
O -4.6178 0.9644 1.7822 0.19 0.33 -0.25
H 3.0327 -2.3025 1.0042 -0.12 -0.19 -0.32
H -2.5281 -2.5515 -4.1539 -0.16 0.14 0.17
H 2.2664 2.4627 2.7881 0.01 0.66 -0.12
H 1.5659 -0.4040 6.0051 -0.02 0.14 -0.13
H 3.2695 -0.4553 5.5399 0.02 0.11 -0.23
H 1.5437 1.3266 -0.1193 0.13 -0.16 -0.63
C 1.9161 -3.2727 -1.8108 -0.30 -0.88 0.34
H 0.9380 -3.8621 -3.6745 0.18 0.10 -0.15
H -3.1518 1.3246 -0.9555 0.08 -0.12 -0.09
H 2.9148 -4.1090 0.8791 -0.02 0.18 -0.21
H -0.8538 -4.9723 -0.4957 -0.04 -0.01 -0.05
H -1.1430 -3.2659 -0.7565 -0.14 0.05 -0.07
H -0.0841 2.6584 -5.3052 -0.20 -0.38 -0.23
H 3.2126 0.6226 3.3878 -0.05 -0.02 -0.29
H -1.4605 -0.3912 -0.5739 0.21 0.25 -0.21
H 1.3634 4.8789 1.5187 0.29 -0.04 -0.20
O -2.5217 -0.6349 -5.0622 -0.39 0.01 0.67
H 0.0523 2.5187 -2.8591 -0.06 -0.20 0.28
H 4.1785 -3.3199 1.8220 -0.12 -0.11 0.34
H -5.5733 0.9293 1.8709 -0.02 -0.11 -0.04
O 1.1208 0.7261 -2.8338 0.09 -0.11 0.21
O -3.1883 0.4397 -0.5759 -0.21 0.12 0.33
H -0.7535 0.8948 4.3399 0.01 -0.11 -0.04
C 0.6714 2.0429 -4.8206 0.55 0.23 0.75
H -3.3016 -3.7423 -1.1045 0.39 -0.33 0.07
C -1.9172 -1.6529 -4.2473 0.72 -0.07 -1.23
C -0.2155 5.4132 0.1850 -0.21 -0.98 -0.45
H 2.1049 0.4186 1.2018 0.14 -0.42 -0.02
H -4.8613 2.8204 2.7009 0.03 -0.04 -0.03
H -0.7507 -3.7865 1.6346 -0.08 0.11 0.10
H -1.0792 -0.5385 4.7787 -0.03 0.03 -0.16
H 0.7016 0.4073 -2.0122 -0.09 0.03 -0.28
H 3.9175 2.1093 -3.1223 -0.01 -0.07 0.01
H -0.9934 -1.9113 -4.7769 0.14 -0.31 0.46
C 3.1257 -3.2581 1.5240 0.03 0.15 0.19
H -3.6529 0.5470 0.2827 -0.01 -0.06 -0.28
O 2.2079 -3.3117 2.6149 0.14 0.03 -0.12
H -2.5019 3.4906 2.5542 -0.32 0.00 0.20
H 1.5149 2.7258 -4.6756 0.16 -0.21 -0.09
H 1.5726 -4.1692 -1.2782 -0.44 0.15 -0.12
O -0.5174 -0.3128 -0.7936 0.36 -0.10 0.23
H 0.2388 -1.2989 0.8677 0.29 -0.09 -0.14
H 3.7550 3.0311 1.9318 -0.12 -0.41 -0.33
C 1.6221 0.2978 0.2299 -0.96 -0.35 0.79
H -2.1535 -4.8730 1.6634 0.23 -0.20 -0.20
H -1.9685 1.8712 2.2348 -0.24 -0.25 0.07
H -4.7976 -2.0378 -1.6915 0.08 -0.02 -0.03
H -0.8546 5.7384 1.0104 -0.03 0.03 -0.03
O -0.7081 -0.0253 4.0480 -0.22 0.13 0.24
O 1.8095 -1.9892 -3.8419 -0.28 -0.35 -0.16
H -0.7719 1.0826 -3.5330 -0.04 0.10 -0.01
C -1.5751 -4.1715 -0.3112 0.07 -0.26 0.03
H 2.3040 -1.9324 5.5303 0.08 0.02 0.09
H 3.7473 2.9960 3.6591 -0.18 -0.12 0.12
H -2.8395 2.7471 1.0194 -0.25 0.05 0.04
H -2.4446 -3.2017 1.4299 0.26 0.26 -0.15
O 3.8197 1.5402 -2.3532 -0.16 -0.11 0.05
C -1.7253 -3.9899 1.1829 -0.30 0.01 0.41
C -2.8129 2.5510 2.0941 0.81 0.16 -0.53
H 1.7969 -2.4443 -1.1129 0.37 0.05 0.00
H 1.0065 1.1853 -5.4002 -0.24 0.08 -0.26
H 2.9607 1.0956 -2.4847 0.22 0.32 -0.06
H 1.5216 4.1052 -0.0877 0.01 0.19 -0.08
C 0.2244 -0.2936 0.4333 -0.09 0.38 0.47
O -2.7840 -4.5543 -0.9370 -0.15 0.25 -0.10
H 0.9667 -0.4961 3.8967 0.72 -0.05 0.03
H -3.5538 -1.1727 -1.4349 -0.16 -0.26 0.07
H 0.3785 3.5151 1.1043 -0.31 0.04 -0.17
H -3.9655 1.5643 3.6034 -0.05 0.39 0.09
H -0.1056 7.2904 -0.4655 -0.29 -0.08 0.10
O -3.8464 -2.0964 -1.5526 -0.21 0.38 -0.07
C 0.1879 1.6019 -3.4473 -0.41 0.23 -0.49
O 0.4234 6.4925 -0.4536 0.70 0.18 -0.02
H -1.6463 -1.2735 -3.2660 -0.26 0.26 -0.03
H 1.6432 -1.1415 -3.4092 0.05 0.21 -0.23
H 2.9604 -3.5209 -2.0019 0.09 0.55 -0.23
H -0.8161 4.8647 -0.5560 -0.32 0.25 0.12
H 1.9925 -2.4011 2.8486 0.17 0.01 0.25
C 2.2834 -0.8601 5.3171 -0.17 -0.68 0.29
C 3.3628 2.4679 2.7763 -0.26 -0.29 0.60
O 3.7575 1.1092 2.7516 0.63 0.21 -0.10
```
Forces are in eV/Å.

Atomic partial charges in e from the Löwdin method, atoms 1 to 8:
1 H 0.070
2 C -0.093
3 C -0.308
4 H 0.071
5 C -0.275
6 H 0.075
7 O -0.176
8 H 0.093